No. 1
Here is a structure of composition C36H45BrFeN8O3S at a distorted geometry from the Open Molecules 2025 dataset. Energies are from ωB97M-V/def2-TZVPD.

XYZ file:
```
95
Properties=species:S:1:pos:R:3:mulliken_charge:R:1
Br -3.3942 2.6162 -0.0219 -0.071
C 0.2289 -1.2404 -4.6725 -0.310
C 3.2516 -1.6835 -0.9325 0.277
C 0.0162 -1.3505 -6.0374 -0.919
H 2.9519 1.9225 -3.7801 0.431
C 0.7720 -3.8026 -0.1744 -1.075
C 1.0569 0.3087 2.7030 -1.525
H 1.3469 -3.3219 0.6117 0.104
Fe 0.0322 -0.0889 -0.2117 1.198
N -1.6637 -4.0032 -0.5111 -0.090
C -0.0413 5.1352 1.6259 -0.788
C 5.2170 -2.8959 -1.7040 -0.622
C 2.5995 2.4904 -2.9159 -2.336
N 0.5207 1.0099 1.5242 1.070
H 0.6063 -0.6823 2.7495 0.358
H 3.0635 -2.5006 -6.9669 0.449
H 1.1420 3.0782 4.6815 0.459
C 2.2709 -2.1398 -6.3237 -0.800
H -1.0352 2.6868 -6.2237 0.440
H 0.7219 -4.8744 0.0157 0.600
H 3.4470 -2.2664 -4.5266 0.407
H -3.1321 1.8023 -5.2229 0.481
C -2.7988 -3.2234 -0.5352 -0.980
N -0.1623 2.9793 0.5481 0.811
H 6.1845 -1.0424 2.0381 0.401
S 2.4258 -0.8492 0.3450 -0.199
N 4.4177 -2.2769 -0.6317 0.238
C 0.1115 2.3055 -4.4612 -1.095
C -4.3858 0.2834 3.1928 -0.423
C 4.9933 -2.2565 0.7156 -0.737
N 0.8087 3.0778 2.6450 0.233
C -3.3060 1.2810 1.3203 0.276
C -2.3744 -1.9727 -0.2636 -0.921
C 0.4370 2.3253 1.5709 -0.160
H 5.3760 -1.1349 -2.9364 0.206
C -2.2519 -0.4008 2.4150 -0.065
H 4.5390 -3.4278 -2.3648 0.392
C -0.0521 4.4051 0.3021 -0.601
H 2.1307 0.1551 2.5971 0.485
C 1.3834 2.4491 3.8244 -0.747
H -3.1252 0.8857 -2.9245 0.517
C 1.6765 -1.4430 -2.6462 -1.143
H 5.8678 -3.6261 -1.2247 0.411
H -2.9526 -1.0704 -0.2154 0.523
H 1.2968 -3.6432 -1.1160 0.056
C 6.0327 -1.8918 -2.5069 -1.055
C 5.8528 -1.0298 0.9982 -1.003
C -1.0513 1.2698 -2.5945 -0.436
C 1.4679 -1.5633 -4.1263 0.873
C 2.4881 -2.0172 -4.9600 -0.273
H 5.2778 -0.1181 0.8306 0.213
C -4.4054 1.2101 2.1719 -0.816
C -2.2235 1.2895 -3.3679 -0.857
C 1.3546 1.8567 -2.3548 0.996
H -0.9091 4.7062 -0.2998 0.397
H -5.2254 0.2011 3.8712 0.424
H 2.4757 2.3952 3.7455 0.276
H -1.3850 -1.0446 2.4737 0.421
C 1.0197 4.5175 2.5121 -0.625
C -0.5969 -3.2308 -0.2403 0.489
N -0.9940 -1.9747 -0.0686 0.710
H 5.5836 -3.1664 0.8202 0.449
N -2.2484 0.4886 1.4060 0.374
H -0.3616 2.4059 -0.2542 -0.828
H 2.0201 4.7190 2.1113 0.262
H 0.9756 4.9446 3.5128 0.387
H 0.1684 6.1940 1.4763 0.408
C -1.0371 2.3031 -5.2123 -1.100
O -1.1196 0.7507 -1.3853 1.552
H -3.7747 -3.6220 -0.7484 0.431
N 2.8962 -1.7528 -2.2186 0.120
H 0.8701 -1.8933 -7.9309 0.407
H -5.2421 1.8770 2.0252 0.479
O 1.4100 1.4052 -1.2067 -0.373
H -1.6252 -4.9970 -0.6560 0.193
O 0.6863 -1.1126 -1.9512 -0.684
H -1.0177 5.0397 2.1052 0.284
H -0.2845 1.1484 4.1570 0.297
H 4.1763 -2.3051 1.4321 0.387
C -2.2148 1.7974 -4.6462 -0.687
H 6.7382 -1.0051 0.3632 0.318
H -0.5645 -0.9081 -4.0186 0.537
H -0.9454 -1.0831 -6.4572 0.471
H 6.5528 -2.4023 -3.3193 0.355
H 0.8569 4.6354 -0.2659 0.300
C -3.2735 -0.5346 3.3287 -1.214
H 6.7807 -1.3947 -1.8893 0.356
C 0.1306 1.8079 -3.1452 1.487
H 1.2447 0.5582 4.8332 0.420
H -3.1998 -1.2633 4.1241 0.493
C 0.7925 1.0683 3.9829 -0.691
H 1.0251 2.6927 -4.8942 0.462
H 2.4095 3.5149 -3.2387 0.476
H 3.3670 2.4822 -2.1467 0.433
C 1.0359 -1.8034 -6.8644 -0.511
```

Frontier orbital gap (spin up / spin down): 8.42 / 7.35 eV
Charge: +1
Spin multiplicity: 6
Largest force on an atom: 1.929 eV/Å
Relative energy (zero: lowest compared OMol25 entry of this formula, charge and spin): 21.9 kJ/mol
HOMO energy (spin up / spin down): -10.38 / -10.38 eV


No. 2
Here is the molecule C2H7BO3 at a distorted geometry from the Open Molecules 2025 dataset. Energies are from ωB97M-V/def2-TZVPD.

XYZ file:
```
13
Properties=species:S:1:pos:R:3:mulliken_charge:R:1
O -0.9979 2.2762 -0.5037 -0.512
H -0.7169 3.0476 -0.9198 0.301
H 0.2285 1.7294 1.0499 0.287
C -0.3651 -0.0175 -0.2854 -0.805
C 0.0062 1.5068 0.0250 -0.348
H 0.8614 1.6532 -0.6409 0.252
H -0.1703 0.0221 -1.3555 0.297
B 0.4056 -1.2789 0.3793 0.500
H 0.3759 -3.2023 0.4672 0.293
O 1.5325 -0.9748 1.0718 -0.541
H 2.1427 -1.5404 1.4468 0.274
O -0.0925 -2.4235 0.1823 -0.429
H -1.4293 0.0002 -0.3100 0.431
```

Frontier orbital gap: 10.24 eV
Largest force on an atom: 5.798 eV/Å
SMILES: OCCB(O)O
Relative energy (zero: lowest compared OMol25 entry of this formula, charge and spin): 209.3 kJ/mol
HOMO energy: -9.96 eV


No. 3
Here is a structure of composition C62H75As2N4OTa at a distorted geometry from the Open Molecules 2025 dataset. Energies are from ωB97M-V/def2-TZVPD.

XYZ file:
```
145
Properties=species:S:1:pos:R:3:mulliken_charge:R:1
C -4.0335 -2.1921 0.9663 2.019
H -2.1306 4.8052 -2.2169 0.542
H 0.9183 -4.8934 -3.1265 0.413
H -0.9253 -6.1490 4.1019 0.442
C 1.4569 -0.7189 3.6610 -0.985
C 4.8874 3.1869 1.1836 -1.445
As 0.1091 1.3617 2.1454 2.447
C 4.4287 -0.1657 -0.3836 -0.067
N 1.6454 -3.2863 -2.0282 0.283
H -1.5112 -4.1122 0.3860 0.331
H 5.5164 -0.1181 -0.4243 0.820
H 2.3828 -2.1112 5.0061 0.529
H 3.9004 -4.2734 0.8555 0.557
N -0.9054 0.7543 -2.0576 1.260
C 1.8502 4.3938 -0.6614 -1.174
C 0.4024 4.1673 -0.2830 0.170
H -5.2457 1.9898 -0.9831 0.616
H -1.4368 -3.7869 -3.1980 0.842
C -1.2667 -4.0348 4.2377 -0.813
H 1.0382 2.4691 -6.6937 0.533
H -1.0639 3.4237 -2.3940 0.388
C 4.0019 1.2289 0.0553 0.384
C -2.6030 3.3918 0.0783 -1.384
H -3.3737 3.0675 0.7826 0.639
C 4.9879 1.8687 0.8068 -0.537
C -2.5766 0.1351 2.1577 -0.776
C -4.5756 1.2204 -1.3505 -0.047
H -6.1692 -4.1322 -0.7906 0.499
H 3.7004 -4.3021 -0.9001 0.470
H 1.6446 5.6494 -2.4043 0.518
As -2.2268 -1.4210 1.0708 1.070
H -1.4714 4.0000 1.9743 0.513
C -2.3592 0.5009 -1.9794 -1.184
H 1.3947 -5.3215 -1.4833 0.409
C 1.7502 -2.4452 -3.2231 -1.060
C -5.9344 -2.7868 2.3055 -1.034
C -1.6187 -2.9063 -2.5766 -0.445
H -1.2355 -4.0204 5.3203 0.555
H 1.5517 2.3624 4.5690 0.471
H -0.2197 5.0007 -0.6182 0.780
Ta -0.0468 -0.0379 -0.5096 0.391
H -4.2967 -1.6655 3.0589 0.233
C 1.6635 -4.7283 -2.3489 -1.210
C 2.8068 3.3531 -0.0658 0.723
H 2.8289 2.0458 -2.5756 0.684
C -3.2362 1.5418 -1.5300 -0.038
C 3.7077 -0.4998 4.4923 -1.157
H -1.7216 -1.9554 4.1036 0.323
H -1.1286 -0.0499 3.7951 0.913
C -4.5515 -2.9121 -0.0960 -0.332
C 1.4685 1.9321 -4.6646 -0.674
C 0.9606 1.5192 -3.4257 -0.538
H -0.6546 -2.5818 -2.1750 -0.266
C -0.4037 1.2704 -3.2952 1.336
H 4.4644 -2.1717 0.3961 0.869
H 3.0568 4.6082 -2.4810 0.361
H -6.1552 -0.2059 -1.6181 0.528
H -1.6507 2.9392 0.3579 -0.084
H -1.4183 2.1852 -6.3869 0.558
C -0.8271 4.0662 2.8315 -0.112
H 2.7338 -2.5824 -3.6715 0.465
C 2.5103 -1.2009 4.4300 -0.499
C -5.7755 -3.5569 0.0376 -1.108
H 5.6688 3.6605 1.7670 0.525
C 2.0097 4.6482 -2.1678 -1.710
H -4.0169 -3.0054 -1.0217 0.507
C 0.7489 4.2526 5.1052 -0.866
C 1.8695 1.6073 -2.3143 -0.681
C 1.6999 -3.3499 1.6256 -0.970
H 0.8161 -2.7378 1.7198 -0.256
C -1.5233 -2.8572 3.5416 -0.206
H -3.9630 3.4789 -1.5090 0.881
H 2.9389 -0.8376 -1.8091 0.225
C -2.1040 3.7303 -2.4027 -2.059
H -0.2050 6.1460 5.4318 0.463
H 4.5488 -0.9245 1.6347 0.453
C -6.4763 -3.4825 1.2306 -0.784
C 0.8734 3.1426 4.2768 -1.063
C 0.0929 3.0649 3.1275 1.061
H 2.6339 -5.0381 -2.7348 0.431
C -0.9359 5.1678 3.6629 -0.955
H -1.8692 1.5091 3.5894 1.076
C -1.4162 -4.0796 1.4668 -0.449
H 4.1998 0.1689 -2.5243 0.431
C -0.7365 1.9741 -5.5710 -1.052
C -1.4016 -1.3784 -4.5856 -2.101
C -2.9778 3.0397 -1.3554 -0.143
H 0.0135 3.2545 -0.7304 -0.628
H 0.3196 4.0980 0.7949 -0.112
H 1.6236 -1.3960 -2.9883 0.308
H 4.5563 -1.4922 -2.0721 0.667
H 2.5332 2.1202 -4.7604 0.661
H 3.7939 4.9908 0.8803 0.517
H -2.5136 4.4755 0.1708 0.796
C -1.5739 -2.8756 2.1534 0.591
C 1.6022 0.4785 2.9706 0.806
H 2.5299 -2.8948 2.1564 0.539
H -6.4614 -2.7428 3.2500 0.490
H 1.4270 3.9584 -2.7790 0.369
C -0.1334 5.2741 4.7935 -0.888
H 2.9459 2.0867 2.4441 0.797
C 3.1985 -4.4672 0.0474 -1.426
H 1.3512 4.3051 6.0034 0.496
H -1.6534 5.9448 3.4280 0.509
H 4.5170 -0.8639 5.1144 0.420
C 2.8417 1.9497 -0.2735 -0.263
C 0.6339 2.1421 -5.7441 -1.299
C 1.5715 -2.8383 -0.7813 -0.231
C -5.0969 0.0018 -1.7339 -1.328
C 4.0878 -1.1882 0.6864 -1.187
C -1.2471 1.5286 -4.3618 -0.370
C -2.9092 -0.7090 -2.5315 1.241
H -2.2426 -3.2255 -1.7450 -0.523
H 5.8827 1.3092 1.0611 0.519
C -2.2725 -1.8031 -3.4087 0.359
H 0.9980 -2.7533 -3.9406 0.453
C -4.7060 -2.1540 2.1862 -1.140
C -1.4782 0.6529 3.0457 -1.880
H -2.8555 0.8908 1.4236 -0.772
C 3.8674 0.6741 3.7607 -0.927
C 3.9954 -0.6014 -1.7743 -2.228
H -1.0955 -6.1945 1.6305 0.551
C -1.1867 -5.2558 2.1640 -0.920
C -1.0969 -5.2314 3.5519 -0.822
H 3.0103 -1.2423 0.8526 -0.425
C -4.2739 -0.8975 -2.3903 -0.529
N 2.0663 -3.5324 0.2200 0.772
H 1.4958 -4.3282 2.0564 0.677
H 4.8027 1.2199 3.8053 0.536
H -4.7244 -1.7621 -2.8623 0.482
H -1.1806 -2.2646 -5.1848 0.545
H -1.9303 -0.6929 -5.2404 0.461
H 0.5226 -1.2620 3.6508 0.140
C 3.8204 3.9225 0.7036 -0.771
H 2.8719 -5.5031 0.1242 0.301
H 2.1495 5.3250 -0.1859 1.009
H -3.1319 -2.2593 -3.8955 0.630
C 2.8231 1.1596 2.9922 -0.972
H -2.3139 1.3782 -4.2613 1.032
H -7.4309 -3.9812 1.3347 0.455
O 0.8876 -1.6902 -0.5216 1.026
H -2.5017 3.5723 -3.4057 0.536
H -3.4738 -0.0447 2.7421 1.242
N 1.7114 1.3374 -1.0562 0.727
H -0.4622 -0.9163 -4.3003 0.310
```

Frontier orbital gap (spin up / spin down): 5.27 / 5.27 eV
Charge: +4
Largest force on an atom: 1.391 eV/Å
HOMO energy (spin up / spin down): -17.76 / -17.76 eV